Density functional theory data (ωB97M-V with the def2-TZVPD basis set) for a cluster of 2 separate species, C4H6BrO2S in total in a non-equilibrium geometry.

Its charge is -1. The energy above the lowest of the compared OMol25 structures with the same formula, charge and spin comes out at 34.8 kcal/mol. The calculation puts the HOMO energy at -3.765 eV. The total energy comes out at -89218.2709 eV. Its lowest unoccupied orbital energy is 0.118 Ha.

Structure (XYZ):
```
14
C4H6BrO2S (ωB97M-V with the def2-TZVPD basis set)
C -1.34 -0.12 -1.91
C -0.25 -0.56 1.23
C -0.55 0.92 -1.34
C 0.76 0.18 0.22
O -2.52 -0.08 -2.16
O -0.58 -1.22 -2.16
S 1.91 -0.83 -0.56
Br -1.36 2.54 -0.82
H -0.62 -1.46 0.84
H -1.00 0.01 1.63
H 0.41 -0.78 1.98
H 0.33 1.10 -1.87
H 1.11 1.20 0.64
H 0.21 -1.30 -1.54
```

Density functional theory data (ωB97M-V with the def2-TZVPD basis set) for a cluster of 4 separate species, C4H6Cl10 in total in a non-equilibrium geometry.

The energy above the lowest of the compared OMol25 structures with the same formula, charge and spin comes out at 15.5 kcal/mol. The calculation puts the HOMO energy at -11.053 eV. The SMILES is ClC(Cl)Cl.ClC(Cl)Cl.ClCCl.ClCCl. The total energy comes out at -129468.8536 eV. Its lowest unoccupied orbital energy is 0.010 Ha.

Structure (XYZ):
```
20
C4H6Cl10 (ωB97M-V with the def2-TZVPD basis set)
C -3.86 5.48 -0.10
Cl -4.87 5.69 1.36
Cl -2.93 6.96 -0.43
Cl -4.89 4.89 -1.44
H -3.17 4.65 0.04
C -0.04 -0.10 2.55
Cl 0.15 -0.79 0.97
Cl -1.46 -0.80 3.36
Cl -0.04 1.66 2.56
H 0.83 -0.54 3.04
C 3.97 -6.83 2.67
Cl 3.47 -7.53 1.12
Cl 3.24 -5.24 3.00
H 3.63 -7.49 3.46
H 5.05 -6.74 2.77
C 0.17 1.24 -4.90
Cl 0.11 2.87 -4.17
Cl 0.74 1.18 -6.63
H 0.73 0.60 -4.22
H -0.83 0.83 -5.02
```

Density functional theory data (ωB97M-V with the def2-TZVPD basis set) for a structure of composition C4H6Cl2FI in a non-equilibrium geometry.

The energy above the lowest of the compared OMol25 structures with the same formula, charge and spin comes out at 52.1 kcal/mol. The calculation puts the HOMO energy at -8.591 eV. The total energy comes out at -40105.3562 eV. Its lowest unoccupied orbital energy is 0.008 Ha.

Structure (XYZ):
```
14
C4H6Cl2FI (ωB97M-V with the def2-TZVPD basis set)
C -0.52 -0.43 -1.44
C -1.19 0.12 1.00
C -0.42 0.45 -0.23
C 1.65 -0.16 0.55
F 2.22 -0.61 -0.59
Cl 1.59 -1.35 1.68
Cl 2.52 1.20 1.11
I -0.03 2.43 -0.43
H 0.44 -0.44 -2.01
H -0.70 -1.47 -1.21
H -1.23 0.07 -2.23
H -2.32 -0.12 0.70
H -0.76 -0.65 1.57
H -1.24 0.96 1.53
```

Density functional theory data (ωB97M-V with the def2-TZVPD basis set) for the molecule C4H6Cl2O in a non-equilibrium geometry.

The energy above the lowest of the compared OMol25 structures with the same formula, charge and spin comes out at 29.8 kcal/mol. The calculation puts the HOMO energy at -9.603 eV. The SMILES is CC(=O)[C@@H](Cl)CCl. The total energy comes out at -31336.1237 eV. Its lowest unoccupied orbital energy is 0.026 Ha.

Structure (XYZ):
```
13
C4H6Cl2O (ωB97M-V with the def2-TZVPD basis set)
C -0.05 0.61 -0.32
C -0.04 1.28 1.23
C 0.03 -1.74 -1.45
C 0.93 -0.52 -1.26
O -0.97 0.96 -1.00
Cl 0.74 -3.12 -2.32
Cl 2.46 -0.91 -0.47
H 1.02 0.08 -2.18
H 0.99 1.69 1.11
H 0.09 0.58 2.06
H -0.85 2.00 1.18
H -0.23 -2.05 -0.40
H -0.75 -1.39 -2.01
```

Density functional theory data (ωB97M-V with the def2-TZVPD basis set) for the molecule C4H6Cl2O in a non-equilibrium geometry.

The energy above the lowest of the compared OMol25 structures with the same formula, charge and spin comes out at 90.8 kcal/mol. The calculation puts the HOMO energy (alpha / beta) at -7.886 / -7.773 eV. The total energy comes out at -31333.4808 eV. Its lowest unoccupied orbital energy (alpha / beta) is 0.014 / 0.005 Ha.

Structure (XYZ):
```
13
C4H6Cl2O (ωB97M-V with the def2-TZVPD basis set)
C 0.14 -0.63 0.72
C 2.31 0.20 0.27
C -1.39 0.46 -0.79
C -1.26 -0.10 0.59
O 1.06 0.17 0.29
Cl 2.91 1.07 -1.08
Cl 3.32 -1.26 0.67
H 0.27 -1.64 0.96
H -2.33 0.55 -1.32
H -0.84 -0.22 -1.50
H -0.86 1.47 -0.90
H -2.06 -0.77 0.67
H -1.28 0.69 1.39
```

Density functional theory data (ωB97M-V with the def2-TZVPD basis set) for the molecule C4H6Cl2S in a non-equilibrium geometry.

The energy above the lowest of the compared OMol25 structures with the same formula, charge and spin comes out at 13.7 kcal/mol. The calculation puts the HOMO energy at -9.017 eV. The SMILES is ClC(Cl)C[C@H]1CS1. The total energy comes out at -40124.3487 eV. Its lowest unoccupied orbital energy is 0.029 Ha.

Structure (XYZ):
```
13
C4H6Cl2S (ωB97M-V with the def2-TZVPD basis set)
C -0.06 1.33 1.36
C 0.46 0.37 0.34
C -0.47 -0.53 -0.60
C 0.19 -1.36 -1.68
H 0.81 1.88 1.96
H 1.00 -0.40 0.88
H 1.14 0.90 -0.40
H -1.45 -0.11 -0.71
H -0.49 -1.43 -2.58
H 1.22 -1.22 -1.82
S -0.34 -2.34 -0.19
Cl -1.19 2.50 0.70
Cl -0.82 0.41 2.73
```

> Which value of energy above the lowest of the compared OMol25 structures with the same formula, charge and spin does entry 6 give?

13.7 kcal/mol

> Look up the total energy of the fourth one.

-31336.1237 eV

> Among the records above, which one has the highest total energy?

number 5